[1]
{"formula": "C32H93NO28", "method": "the ωB97M-V functional and the def2-TZVPD basis", "elements": ["C", "C", "O", "O", "H", "H", "H", "H", "H", "H", "C", "C", "O", "O", "H", "H", "H", "H", "H", "H", "C", "C", "O", "O", "H", "H", "H", "H", "H", "H", "C", "C", "O", "O", "H", "H", "H", "H", "H", "H", "C", "C", "O", "O", "H", "H", "H", "H", "H", "H", "C", "C", "O", "O", "H", "H", "H", "H", "H", "H", "C", "C", "O", "O", "H", "H", "H", "H", "H", "H", "C", "C", "O", "O", "H", "H", "H", "H", "H", "H", "C", "C", "O", "O", "H", "H", "H", "H", "H", "H", "C", "C", "O", "O", "H", "H", "H", "H", "H", "H", "C", "C", "O", "O", "H", "H", "H", "H", "H", "H", "C", "C", "O", "O", "H", "H", "H", "H", "H", "H", "C", "C", "O", "O", "H", "H", "H", "H", "H", "H", "C", "O", "C", "C", "N", "C", "C", "O", "C", "H", "H", "H", "H", "H", "H", "H", "H", "H", "H", "H", "H", "H", "H", "H"], "positions_angstrom": [[1.763, 2.223, -5.240], [2.123, 0.913, -4.520], [2.955, 1.268, -3.326], [2.878, 3.185, -5.227], [0.897, 2.610, -4.703], [1.429, 1.976, -6.248], [2.572, 0.085, -5.067], [1.255, 0.635, -3.921], [2.733, 0.700, -2.585], [3.375, 3.076, -4.413], [-4.625, 3.828, 0.221], [-3.223, 3.052, 0.028], [-2.263, 4.035, -0.270], [-5.259, 4.405, -0.951], [-4.549, 4.547, 1.036], [-5.227, 3.100, 0.764], [-3.303, 2.266, -0.723], [-2.930, 2.610, 0.981], [-1.765, 4.307, 0.504], [-5.746, 5.194, -0.702], [0.366, -3.354, 5.804], [-0.194, -3.385, 4.388], [0.744, -2.820, 3.422], [1.252, -4.407, 6.087], [-0.476, -3.678, 6.415], [0.879, -2.399, 5.915], [-1.019, -2.676, 4.322], [-0.496, -4.344, 3.967], [1.318, -3.589, 3.465], [1.543, -4.337, 6.999], [-3.431, -0.371, 2.494], [-4.080, 0.777, 3.367], [-5.450, 1.094, 2.923], [-3.893, -1.660, 2.959], [-2.344, -0.290, 2.457], [-3.515, -0.069, 1.450], [-3.556, 1.679, 3.052], [-3.957, 0.553, 4.426], [-6.034, 1.304, 3.656], [-4.706, -1.876, 2.496], [-1.798, 3.838, -3.675], [-2.781, 4.537, -4.650], [-2.690, 5.978, -4.427], [-1.427, 2.517, -3.792], [-2.312, 3.976, -2.724], [-0.924, 4.489, -3.653], [-3.773, 4.164, -4.393], [-2.803, 4.282, -5.710], [-2.795, 6.119, -3.484], [-0.706, 2.330, -3.187], [5.206, -1.473, 1.315], [6.254, -2.069, 0.378], [5.688, -3.087, -0.430], [4.476, -0.381, 0.667], [5.494, -1.024, 2.266], [4.513, -2.235, 1.673], [7.277, -2.340, 0.636], [6.357, -1.357, -0.441], [5.479, -3.805, 0.173], [4.737, -0.532, -0.244], [0.885, -6.870, 3.325], [1.441, -6.082, 2.158], [2.048, -4.890, 2.640], [1.842, -7.195, 4.289], [0.490, -7.873, 3.163], [0.278, -6.210, 3.944], [0.646, -5.853, 1.449], [2.079, -6.749, 1.578], [2.241, -4.490, 1.789], [2.293, -6.394, 4.565], [-1.252, -1.279, -4.608], [-2.750, -1.014, -4.119], [-2.957, -0.144, -3.004], [-0.778, -0.097, -5.156], [-1.272, -1.889, -5.511], [-0.656, -1.670, -3.783], [-3.223, -1.924, -3.753], [-3.368, -0.649, -4.940], [-2.568, 0.714, -3.188], [-0.978, 0.574, -4.499], [-4.713, -3.297, -1.338], [-5.743, -3.611, -2.352], [-6.847, -2.680, -2.440], [-5.256, -2.870, -0.105], [-4.118, -2.449, -1.680], [-4.034, -4.139, -1.208], [-5.920, -4.670, -2.534], [-5.105, -3.408, -3.212], [-6.518, -1.797, -2.627], [-5.982, -2.289, -0.343], [0.277, 1.007, 3.904], [1.047, 0.558, 5.150], [0.054, 0.328, 6.164], [-0.679, 2.012, 4.206], [-0.250, 0.162, 3.461], [0.951, 1.272, 3.089], [1.738, 1.361, 5.404], [1.686, -0.309, 4.983], [0.533, 0.274, 6.994], [-0.899, 1.541, 5.013], [1.315, 6.080, 1.924], [0.349, 5.175, 2.664], [-0.869, 4.885, 1.908], [2.424, 6.520, 2.720], [0.833, 7.003, 1.602], [1.627, 5.678, 0.960], [0.158, 5.782, 3.549], [0.901, 4.273, 2.928], [-1.490, 4.739, 2.625], [2.325, 7.418, 3.046], [1.359, -6.668, -1.734], [0.489, -6.272, -2.976], [0.482, -4.865, -2.966], [0.611, -7.070, -0.687], [1.980, -5.809, -1.479], [2.046, -7.481, -1.968], [-0.533, -6.648, -3.017], [1.141, -6.619, -3.777], [-0.315, -4.743, -3.487], [0.208, -7.927, -0.840], [4.594, 6.292, -0.234], [5.556, 6.562, -1.405], [6.673, 5.708, -1.655], [3.760, 5.221, -0.627], [3.855, 7.089, -0.315], [5.065, 6.217, 0.746], [5.971, 7.560, -1.268], [5.005, 6.435, -2.337], [6.254, 5.135, -2.300], [4.127, 4.444, -0.200], [-1.310, -2.784, 0.647], [-0.257, -1.921, 0.687], [0.920, -2.340, -0.098], [1.258, -1.390, -1.180], [1.873, -0.162, -0.601], [0.953, 0.748, 0.114], [-0.304, 1.228, -0.676], [0.087, 1.903, -1.869], [0.850, 3.156, -1.575], [-2.176, -2.336, 1.135], [-1.161, -3.748, 1.133], [-1.630, -3.158, -0.326], [0.825, -3.282, -0.638], [1.796, -2.491, 0.532], [0.421, -1.095, -1.812], [2.000, -1.826, -1.848], [2.609, -0.415, 0.042], [1.528, 1.578, 0.525], [0.490, 0.333, 1.008], [-0.922, 1.950, -0.142], [-1.039, 0.461, -0.920], [0.318, 3.645, -0.759], [0.957, 3.742, -2.488], [1.843, 2.985, -1.160]], "gap_ev": 8.8, "energy_ev": -93497.8940}



[2]
{"formula": "C32H96N12O8P4S4", "method": "the ωB97M-V functional and the def2-TZVPD basis", "elements": ["O", "P", "N", "C", "C", "N", "C", "C", "N", "C", "C", "H", "H", "H", "H", "H", "H", "H", "H", "H", "H", "H", "H", "H", "H", "H", "H", "H", "H", "O", "P", "N", "C", "C", "N", "C", "C", "N", "C", "C", "H", "H", "H", "H", "H", "H", "H", "H", "H", "H", "H", "H", "H", "H", "H", "H", "H", "H", "O", "P", "N", "C", "C", "N", "C", "C", "N", "C", "C", "H", "H", "H", "H", "H", "H", "H", "H", "H", "H", "H", "H", "H", "H", "H", "H", "H", "H", "O", "P", "N", "C", "C", "N", "C", "C", "N", "C", "C", "H", "H", "H", "H", "H", "H", "H", "H", "H", "H", "H", "H", "H", "H", "H", "H", "H", "H", "C", "S", "O", "C", "H", "H", "H", "H", "H", "H", "C", "S", "O", "C", "H", "H", "H", "H", "H", "H", "C", "S", "O", "C", "H", "H", "H", "H", "H", "H", "C", "S", "O", "C", "H", "H", "H", "H", "H", "H"], "positions_angstrom": [[-2.508, -8.938, 18.691], [-1.885, -9.619, 19.830], [-1.222, -11.101, 19.530], [0.165, -11.465, 19.744], [-2.113, -12.179, 19.220], [-3.040, -9.912, 20.974], [-4.441, -9.538, 20.776], [-2.711, -10.671, 22.180], [-0.689, -8.686, 20.450], [0.147, -9.010, 21.598], [-0.594, -7.299, 20.005], [0.525, -12.152, 18.966], [0.339, -11.943, 20.715], [0.831, -10.618, 19.592], [-1.614, -13.143, 19.174], [-2.531, -12.030, 18.215], [-2.961, -12.253, 19.907], [-5.023, -10.403, 20.460], [-4.785, -9.055, 21.695], [-4.445, -8.735, 20.040], [-2.598, -9.979, 23.021], [-3.503, -11.400, 22.390], [-1.782, -11.227, 22.063], [1.147, -9.308, 21.265], [0.218, -8.134, 22.245], [-0.242, -9.809, 22.222], [-1.369, -6.661, 20.436], [-0.741, -7.292, 18.923], [0.410, -6.926, 20.194], [1.120, -3.678, 20.925], [1.311, -2.977, 19.645], [2.287, -1.639, 19.746], [3.743, -1.866, 19.694], [1.834, -0.468, 20.489], [-0.093, -2.386, 19.011], [-0.043, -1.550, 17.839], [-1.217, -2.112, 19.866], [2.046, -3.863, 18.487], [2.220, -3.383, 17.128], [2.659, -5.187, 18.702], [4.247, -0.987, 20.093], [4.072, -1.930, 18.655], [3.991, -2.752, 20.277], [0.755, -0.337, 20.408], [2.213, 0.464, 20.049], [2.117, -0.511, 21.548], [0.245, -2.068, 16.929], [-1.031, -1.136, 17.654], [0.648, -0.708, 17.982], [-2.080, -1.830, 19.265], [-1.542, -3.011, 20.383], [-1.060, -1.311, 20.600], [1.354, -3.632, 16.506], [2.305, -2.293, 17.093], [3.138, -3.766, 16.681], [2.391, -5.766, 17.810], [2.320, -5.651, 19.617], [3.756, -5.119, 18.642], [1.329, -17.706, 18.930], [0.419, -17.163, 17.913], [-0.180, -18.418, 17.012], [-0.846, -18.287, 15.722], [-0.092, -19.765, 17.557], [1.056, -16.137, 16.789], [2.263, -16.566, 16.102], [0.920, -14.706, 16.941], [-0.835, -16.338, 18.595], [-1.973, -15.914, 17.822], [-0.784, -15.900, 19.986], [-0.728, -17.271, 15.360], [-1.895, -18.598, 15.781], [-0.367, -18.965, 15.006], [-0.358, -20.492, 16.785], [-0.837, -19.958, 18.338], [0.925, -19.937, 17.894], [3.123, -16.514, 16.777], [2.124, -17.581, 15.730], [2.462, -15.933, 15.237], [1.500, -14.338, 17.801], [1.315, -14.217, 16.053], [-0.113, -14.422, 17.114], [-1.862, -16.060, 16.746], [-2.861, -16.489, 18.106], [-2.164, -14.835, 17.872], [-0.106, -15.045, 20.063], [-0.366, -16.702, 20.599], [-1.790, -15.736, 20.366], [-5.206, -7.252, 14.545], [-5.948, -8.500, 14.768], [-7.288, -8.243, 15.701], [-8.094, -9.366, 16.214], [-7.408, -6.978, 16.419], [-5.097, -9.716, 15.524], [-3.867, -10.101, 14.852], [-4.916, -9.445, 16.951], [-6.522, -9.223, 13.398], [-6.854, -10.635, 13.249], [-7.076, -8.334, 12.377], [-7.453, -10.139, 16.635], [-8.692, -9.788, 15.407], [-8.781, -8.966, 16.955], [-8.432, -6.685, 16.652], [-6.979, -6.180, 15.817], [-6.839, -7.035, 17.360], [-3.148, -9.273, 14.780], [-3.361, -10.900, 15.398], [-4.077, -10.454, 13.843], [-4.314, -8.561, 17.160], [-5.871, -9.293, 17.460], [-4.481, -10.307, 17.458], [-6.915, -10.876, 12.190], [-6.163, -11.318, 13.744], [-7.813, -10.881, 13.732], [-8.091, -7.990, 12.610], [-7.019, -8.818, 11.405], [-6.454, -7.437, 12.333], [-3.528, -6.064, 17.448], [-2.878, -4.683, 18.391], [-3.555, -3.431, 17.932], [-3.737, -5.068, 19.923], [-4.586, -5.957, 17.229], [-3.415, -6.893, 18.164], [-2.875, -6.359, 16.633], [-3.484, -4.349, 20.699], [-3.527, -6.087, 20.258], [-4.814, -5.003, 19.752], [3.448, -6.862, 22.014], [3.703, -7.066, 23.783], [4.578, -5.927, 24.165], [2.080, -6.546, 24.309], [4.414, -6.787, 21.521], [2.927, -5.919, 21.820], [2.809, -7.673, 21.657], [1.243, -7.139, 23.945], [2.039, -5.475, 24.151], [2.093, -6.681, 25.399], [-3.887, -8.318, 26.442], [-2.207, -8.732, 26.012], [-1.732, -7.850, 24.912], [-1.351, -8.321, 27.523], [-4.629, -8.637, 25.717], [-3.976, -7.224, 26.449], [-4.071, -8.703, 27.444], [-1.774, -7.452, 28.044], [-0.315, -8.078, 27.315], [-1.494, -9.152, 28.214], [-1.650, -3.725, 22.817], [-2.914, -3.127, 23.921], [-4.174, -3.411, 23.175], [-2.745, -4.451, 25.118], [-1.677, -3.102, 21.935], [-1.858, -4.779, 22.632], [-0.625, -3.638, 23.159], [-1.688, -4.455, 25.400], [-2.822, -5.407, 24.587], [-3.534, -4.367, 25.854]], "gap_ev": 8.4, "energy_ev": -149500.3416}



[3]
{"formula": "C32H96N6O14", "method": "the ωB97M-V functional and the def2-TZVPD basis", "elements": ["C", "O", "H", "H", "H", "H", "C", "O", "H", "H", "H", "H", "C", "O", "H", "H", "H", "H", "C", "O", "H", "H", "H", "H", "C", "O", "H", "H", "H", "H", "C", "O", "H", "H", "H", "H", "C", "C", "C", "O", "C", "N", "H", "H", "H", "H", "H", "H", "H", "H", "H", "H", "H", "C", "C", "C", "O", "C", "N", "H", "H", "H", "H", "H", "H", "H", "H", "H", "H", "H", "C", "C", "C", "O", "C", "N", "H", "H", "H", "H", "H", "H", "H", "H", "H", "H", "H", "C", "C", "C", "O", "C", "N", "H", "H", "H", "H", "H", "H", "H", "H", "H", "H", "H", "C", "C", "C", "O", "C", "N", "H", "H", "H", "H", "H", "H", "H", "H", "H", "H", "H", "C", "C", "C", "O", "C", "N", "H", "H", "H", "H", "H", "H", "H", "H", "H", "H", "H", "C", "C", "O", "O", "H", "H", "H", "H", "H", "H"], "positions_angstrom": [[2.942, 2.330, -3.157], [3.261, 2.890, -4.379], [3.796, 1.845, -2.683], [2.558, 3.018, -2.404], [2.140, 1.596, -3.243], [3.438, 2.228, -5.051], [2.166, -0.035, 4.599], [3.284, -0.857, 4.593], [2.589, 0.944, 4.825], [1.663, -0.084, 3.633], [1.384, -0.118, 5.354], [3.903, -0.678, 3.881], [-1.786, -4.463, 0.335], [-2.598, -4.818, 1.481], [-1.429, -3.433, 0.338], [-0.968, -5.172, 0.471], [-2.236, -4.767, -0.609], [-2.181, -4.668, 2.333], [-1.353, -5.728, 4.538], [-1.784, -4.445, 4.192], [-2.238, -6.336, 4.727], [-0.748, -6.266, 3.809], [-0.735, -5.838, 5.429], [-2.491, -4.152, 4.772], [-4.499, 0.638, -1.397], [-4.617, 1.603, -2.454], [-4.694, -0.321, -1.876], [-3.554, 0.824, -0.887], [-5.271, 0.859, -0.659], [-5.422, 1.476, -2.962], [-2.064, -1.459, -5.521], [-2.543, -0.941, -6.695], [-2.548, -2.431, -5.618], [-0.978, -1.502, -5.435], [-2.343, -1.001, -4.572], [-1.878, -0.321, -7.003], [-2.892, -1.787, 7.778], [-2.673, -1.685, 6.279], [-3.728, -2.330, 5.270], [-4.040, -3.685, 5.700], [-5.079, -4.308, 5.087], [-2.444, -0.318, 6.019], [-3.799, -1.311, 8.152], [-2.095, -1.618, 8.502], [-3.084, -2.841, 7.975], [-1.789, -2.263, 6.011], [-3.482, -2.437, 4.213], [-4.665, -1.788, 5.396], [-4.815, -4.661, 4.090], [-5.959, -3.677, 4.964], [-5.230, -5.352, 5.362], [-3.285, 0.234, 6.100], [-1.790, -0.042, 6.737], [4.699, -6.505, -2.243], [3.463, -7.062, -2.953], [2.498, -5.940, -3.346], [1.889, -5.364, -2.128], [1.102, -4.249, -2.444], [4.026, -7.842, -4.113], [5.215, -5.696, -2.760], [5.457, -7.280, -2.124], [4.515, -6.040, -1.275], [3.095, -7.808, -2.249], [1.744, -6.387, -3.994], [3.063, -5.196, -3.907], [1.570, -3.330, -2.795], [0.507, -4.109, -1.542], [0.254, -4.365, -3.118], [4.511, -7.172, -4.692], [3.309, -8.111, -4.771], [3.169, 2.666, 1.693], [4.507, 1.994, 1.977], [4.724, 0.575, 1.413], [3.645, -0.248, 1.800], [3.383, -1.409, 1.000], [5.596, 2.802, 1.422], [3.122, 3.744, 1.848], [2.341, 2.167, 2.197], [2.932, 2.472, 0.647], [4.531, 1.937, 3.066], [5.678, 0.213, 1.797], [4.706, 0.637, 0.325], [4.091, -2.225, 1.144], [3.569, -1.153, -0.042], [2.370, -1.732, 1.243], [5.844, 2.518, 0.485], [5.137, 3.701, 1.434], [-0.444, 0.272, -1.933], [-0.618, 0.488, -0.432], [-0.880, -0.829, 0.333], [-0.519, -0.734, 1.679], [-1.426, -1.138, 2.652], [0.657, 1.050, 0.007], [-1.294, -0.243, -2.381], [0.474, -0.288, -2.116], [-0.363, 1.284, -2.330], [-1.522, 1.053, -0.201], [-0.223, -1.591, -0.087], [-1.892, -1.133, 0.064], [-1.100, -0.880, 3.659], [-1.777, -2.170, 2.636], [-2.331, -0.563, 2.455], [0.745, 0.886, 1.000], [1.456, 0.518, -0.307], [2.828, 7.567, 0.738], [1.511, 7.392, -0.003], [0.986, 5.915, 0.186], [-0.281, 5.821, -0.498], [-0.805, 4.509, -0.601], [0.501, 8.477, 0.357], [2.751, 7.446, 1.818], [3.358, 8.479, 0.465], [3.429, 6.767, 0.305], [1.696, 7.540, -1.067], [0.817, 5.757, 1.251], [1.650, 5.238, -0.351], [-1.895, 4.480, -0.598], [-0.523, 3.911, 0.265], [-0.376, 3.905, -1.401], [-0.402, 8.199, 0.001], [0.779, 9.258, -0.221], [-1.626, 2.357, -4.835], [-0.432, 2.911, -5.554], [-0.139, 2.229, -6.931], [0.176, 0.865, -6.756], [0.257, -0.028, -7.854], [-0.698, 4.306, -5.875], [-2.425, 2.537, -5.554], [-1.849, 2.902, -3.918], [-1.600, 1.277, -4.691], [0.476, 2.858, -4.954], [0.742, 2.687, -7.379], [-0.910, 2.387, -7.685], [-0.622, 0.195, -8.459], [0.464, -1.070, -7.610], [1.081, 0.180, -8.537], [-0.774, 4.742, -4.967], [0.020, 4.796, -6.389], [-3.052, 2.077, 3.578], [-2.851, 3.376, 2.641], [-2.133, 4.350, 3.392], [-3.588, 2.569, 4.841], [-2.086, 1.608, 3.763], [-3.696, 1.246, 3.289], [-3.797, 3.783, 2.284], [-2.378, 2.975, 1.745], [-1.915, 5.053, 2.776], [-3.191, 3.435, 4.958]], "total_charge": 1, "spin_multiplicity": 2, "gap_ev": [9.0, 2.9], "energy_ev": -72326.8570}